Here is C26H19F5N5NdO5 as an isolated structure from OMol25. Energies are from ωB97M-V/def2-TZVPD.

Each line ends with the Löwdin spin population.
Positions of all 61 atoms, in Å:
Nd (-0.95, -0.87, -0.16)  3.036
C (0.24, -3.50, 4.14)  0.000
C (1.32, -2.99, 3.47)  0.000
C (1.25, -1.78, 2.75)  -0.001
C (0.01, -1.08, 2.77)  -0.001
C (-1.06, -1.59, 3.50)  0.000
C (-0.95, -2.80, 4.15)  0.000
N (-0.16, 0.06, 1.97)  -0.009
C (0.24, 1.24, 2.39)  0.000
C (0.84, 1.38, 3.72)  -0.001
C (1.21, 2.59, 4.15)  0.000
C (1.19, 3.83, 3.36)  -0.001
C (0.74, 3.74, 2.08)  0.000
C (0.18, 2.48, 1.59)  -0.001
N (-0.42, 2.62, 0.39)  0.001
N (-0.81, 1.59, -0.26)  -0.004
C (-1.43, 1.85, -1.49)  0.000
C (-1.75, 3.09, -2.01)  0.000
C (-2.26, 3.16, -3.29)  0.000
C (-2.55, 2.00, -3.99)  0.000
C (-2.10, 0.80, -3.42)  0.000
N (-1.61, 0.74, -2.23)  -0.004
H (0.24, -4.52, 4.53)  0.000
H (2.25, -3.56, 3.47)  0.000
H (2.11, -1.46, 2.15)  0.000
H (-2.02, -1.05, 3.54)  0.000
H (-1.82, -3.11, 4.73)  0.000
H (0.98, 0.51, 4.32)  0.000
H (1.68, 2.66, 5.14)  0.000
H (1.58, 4.74, 3.80)  0.000
H (0.80, 4.61, 1.39)  0.000
H (-1.54, 3.96, -1.43)  0.000
H (-2.55, 4.10, -3.72)  0.000
H (-2.98, 1.93, -4.92)  0.000
H (-2.19, -0.21, -3.90)  0.000
O (-0.10, -2.27, -2.20)  -0.002
C (0.75, -1.90, -3.03)  0.000
C (1.76, -0.87, -2.71)  0.000
C (2.52, -0.40, -3.76)  0.000
C (3.55, 0.44, -3.54)  0.000
C (3.89, 0.89, -2.26)  0.000
C (3.21, 0.39, -1.17)  0.000
C (2.02, -0.39, -1.40)  0.000
O (1.34, -0.68, -0.35)  -0.004
N (4.41, 0.85, -4.63)  0.000
O (5.38, 1.57, -4.40)  0.000
O (4.07, 0.44, -5.71)  0.000
H (0.68, -2.20, -4.05)  0.000
H (2.31, -0.77, -4.79)  0.000
H (4.81, 1.41, -2.13)  0.000
H (3.35, 0.65, -0.15)  0.000
F (-3.01, -1.02, 1.42)  -0.001
C (-3.34, -1.96, 0.36)  -0.008
F (-3.55, -3.13, 1.08)  -0.001
C (-4.64, -1.52, -0.35)  0.000
F (-5.13, -2.49, -1.07)  0.000
F (-4.29, -0.46, -1.09)  0.000
F (-5.62, -1.09, 0.44)  0.000
O (-0.71, -3.34, 0.60)  -0.002
H (0.05, -3.50, 1.19)  0.000
H (-1.44, -3.79, 0.98)  0.000

E, Ha: -2712.88229
Energy relative to the best compared isomer or geometry (same formula, charge and spin), kcal per mole: 7.72
2S+1: 4
Kohn-Sham gap (alpha / beta), eV: 6.802 / 6.810



Here is a 2-piece molecular cluster, CF3NO overall from OMol25. Energies are from ωB97M-V/def2-TZVPD.

Each line ends with the natural charge from an NBO analysis.
Positions of all 6 atoms, in Å:
C (-0.48, 0.12, 0.34)  0.895
N (-0.56, -1.26, 0.52)  -0.004
O (0.09, -0.71, -0.59)  -0.269
F (0.39, 0.79, 1.01)  -0.278
F (-1.59, 0.88, 0.05)  -0.298
F (2.14, 0.18, -1.32)  -0.046

E, Ha: -467.46102
Energy relative to the best compared isomer or geometry (same formula, charge and spin), kcal per mole: 61.85
Kohn-Sham gap (alpha / beta), eV: 11.348 / 7.159



Here is a 2-piece molecular cluster, C8H13NO overall from OMol25. Energies are from ωB97M-V/def2-TZVPD.

Each line ends with the natural charge from an NBO analysis.
Positions of all 23 atoms, in Å:
C (-1.20, -1.56, 0.03)  -0.617
C (-0.47, -0.23, -0.12)  -0.184
C (-1.21, 0.91, 0.61)  -0.489
C (-2.57, 1.14, 0.11)  -0.005
C (-3.69, 1.33, -0.31)  -0.247
C (0.98, -0.33, 0.40)  -0.300
C (1.79, -1.44, -0.27)  -0.592
C (1.69, 0.99, 0.23)  0.637
N (2.07, 1.54, -0.91)  -0.842
H (-2.24, -1.46, -0.32)  0.231
H (-0.73, -2.35, -0.57)  0.215
H (-1.22, -1.87, 1.08)  0.205
H (-0.44, 0.03, -1.20)  0.201
H (-1.26, 0.67, 1.69)  0.235
H (-0.66, 1.85, 0.52)  0.243
H (-4.71, 1.44, -0.61)  0.241
H (0.96, -0.50, 1.49)  0.230
H (1.65, -1.44, -1.36)  0.210
H (2.87, -1.32, -0.07)  0.230
H (1.48, -2.43, 0.11)  0.219
O (2.50, 1.49, 1.12)  -0.681
H (1.43, 1.34, -1.67)  0.367
H (2.97, 2.19, 0.03)  0.495

E, Ha: -442.49974
Energy relative to the best compared isomer or geometry (same formula, charge and spin), kcal per mole: 81.26
Kohn-Sham gap, eV: 10.585